{
  "formula": "C21H26N2O5",
  "method": "the ωB97M-V functional and the def2-TZVPD basis",
  "symbols": ["C", "N", "C", "O", "C", "C", "O", "C", "C", "C", "C", "O", "N", "C", "C", "C", "C", "C", "O", "C", "C", "O", "C", "C", "C", "C", "C", "C", "H", "H", "H", "H", "H", "H", "H", "H", "H", "H", "H", "H", "H", "H", "H", "H", "H", "H", "H", "H", "H", "H", "H", "H", "H", "H"],
  "coordinates": [[-4.46944, -2.49123, 1.56877], [-3.91587, -1.41020, 0.78205], [-4.42650, -0.13642, 1.02389], [-5.32658, 0.02491, 1.83361], [-3.83821, 0.93896, 0.27008], [-2.86747, 0.74118, -0.65136], [-2.27407, 1.69331, -1.40630], [-2.42982, 3.05549, -1.06102], [-1.61904, 3.43558, 0.18093], [-0.16451, 2.98374, 0.03192], [-0.01680, 1.52266, 0.44671], [-0.79277, 1.00906, 1.23144], [1.00484, 0.81490, -0.09457], [2.12449, 1.31995, -0.85034], [3.39018, 1.31473, 0.01050], [3.67629, -0.10829, 0.51442], [2.43750, -0.65533, 1.23957], [1.21089, -0.55383, 0.33494], [4.02824, -0.92154, -0.59364], [5.16606, -1.67317, -0.23953], [5.85900, -0.77408, 0.78587], [4.77805, -0.11676, 1.40943], [-2.39748, -0.59944, -0.90407], [-1.40778, -0.85787, -1.85537], [-0.94025, -2.13498, -2.05778], [-1.45958, -3.17913, -1.29984], [-2.43778, -2.94867, -0.35899], [-2.93420, -1.65527, -0.14016], [-5.22476, -2.04860, 2.21834], [-4.93984, -3.23785, 0.92695], [-3.69799, -2.96036, 2.18092], [-4.22697, 1.91394, 0.51407], [-3.48684, 3.31190, -0.92906], [-2.05073, 3.59582, -1.93471], [-2.03976, 2.94841, 1.06211], [-1.67614, 4.51659, 0.31131], [0.15277, 3.13373, -0.99886], [0.47880, 3.57442, 0.68840], [1.93626, 2.32706, -1.21580], [2.28541, 0.65614, -1.70708], [4.24123, 1.66401, -0.57493], [3.26819, 1.96216, 0.87923], [2.29196, -0.07378, 2.14980], [2.61252, -1.69522, 1.51593], [0.31470, -0.87843, 0.86472], [1.35780, -1.17852, -0.55118], [5.75314, -1.85245, -1.13978], [4.87155, -2.63030, 0.21180], [6.41724, -1.31973, 1.54624], [6.51566, -0.04501, 0.29201], [-1.01970, -0.02840, -2.42494], [-0.17733, -2.32855, -2.79666], [-1.09493, -4.18488, -1.44942], [-2.81963, -3.78037, 0.20942]],
  "total_charge": 0,
  "smiles": "Cn1c(=O)cc(OCCCC(=O)N2CCC3(CC2)OCCO3)c2ccccc21",
  "homo_energy_ha": -0.295,
  "homo_lumo_gap_ev": 8.685,
  "de_lowest_kcal_mol": 33.7
}